Entry from the Open Molecules 2025 dataset: a single C23H29N3O5S molecule in a non-equilibrium geometry (ωB97M-V/def2-TZVPD).

Last columns: bonded neighbours and bond lengths (Å).
Element x y z (Å)
1 C -0.2752 -2.6963 -0.7433  H2 1.095, O3 1.406, H60 1.089, H61 1.095
2 H -0.6172 -3.1346 0.2006  C1 1.095
3 O 0.6993 -1.7062 -0.5297  C1 1.406, C4 1.374
4 C 1.8925 -2.0829 0.0368  O3 1.374, C5 1.389, C9 1.404
5 C 2.1871 -3.3864 0.4144  C4 1.389, C6 1.386, H59 1.078
6 C 3.4167 -3.6921 0.9752  C5 1.386, C7 1.381, H58 1.080
7 C 4.3623 -2.7037 1.1613  C6 1.381, C8 1.385, H57 1.079
8 C 4.0675 -1.4025 0.7889  C7 1.385, C9 1.385, H56 1.079
9 C 2.8437 -1.0692 0.2330  C4 1.404, C8 1.385, C10 1.505
10 C 2.5314 0.3651 -0.1010  C9 1.505, N11 1.448, H54 1.098, H55 1.092
11 N 2.1078 0.5630 -1.4712  C10 1.448, C12 1.348, H53 1.007
12 C 2.7070 1.4447 -2.2963  N11 1.348, O13 1.214, C14 1.522
13 O 3.7054 2.0672 -1.9972  C12 1.214
14 C 1.9734 1.6584 -3.6128  C12 1.522, H15 1.090, H16 1.090, C17 1.537
15 H 1.4070 0.7733 -3.9031  C14 1.090
16 H 2.7050 1.8914 -4.3858  C14 1.090
17 C 1.0267 2.8591 -3.4563  C14 1.537, N18 1.444, H51 1.094, H52 1.093
18 N -0.0173 2.5983 -2.4932  C17 1.444, C19 1.348, H50 1.009
19 C -1.3092 2.4430 -2.8463  N18 1.348, O20 1.214, C21 1.529
20 O -1.7077 2.5701 -3.9859  C19 1.214
21 C -2.2418 2.0531 -1.6987  C19 1.529, C22 1.533, C40 1.532, H49 1.096
22 C -1.8597 0.6597 -1.1851  C21 1.533, C23 1.528, H47 1.090, H48 1.092
23 C -2.7532 0.2622 -0.0108  C22 1.528, N24 1.447, H45 1.095, H46 1.093
24 N -2.7548 1.2522 1.0447  C23 1.447, S25 1.683, C39 1.452
25 S -1.3604 1.2723 1.9877  N24 1.683, O26 1.431, O27 1.444, C28 1.790
26 O -1.5804 2.2343 3.0236  S25 1.431
27 O -0.1598 1.4243 1.2007  S25 1.444
28 C -1.3765 -0.3757 2.6867  S25 1.790, C29 1.382, C33 1.381
29 C -2.5233 -0.8175 3.3196  C28 1.382, C30 1.385, H38 1.078
30 C -2.5402 -2.0869 3.8731  C29 1.385, C31 1.388, H37 1.079
31 C -1.4138 -2.8932 3.7919  C30 1.388, C32 1.386, H36 1.080
32 C -0.2657 -2.4342 3.1661  C31 1.386, C33 1.386, H35 1.080
33 C -0.2451 -1.1640 2.6115  C28 1.381, C32 1.386, H34 1.078
34 H 0.6338 -0.7773 2.1220  C33 1.078
35 H 0.6147 -3.0570 3.1096  C32 1.080
36 H -1.4309 -3.8823 4.2248  C31 1.080
37 H -3.4281 -2.4476 4.3696  C30 1.079
38 H -3.3788 -0.1632 3.3668  C29 1.078
39 C -3.1394 2.5739 0.5822  N24 1.452, C40 1.530, H43 1.095, H44 1.091
40 C -2.2343 3.0658 -0.5491  C21 1.532, C39 1.530, H41 1.091, H42 1.091
41 H -1.2268 3.1842 -0.1480  C40 1.091
42 H -2.5829 4.0366 -0.9044  C40 1.091
43 H -4.1810 2.5197 0.2499  C39 1.095
44 H -3.0732 3.2353 1.4469  C39 1.091
45 H -3.7897 0.1381 -0.3429  C23 1.095
46 H -2.4128 -0.6791 0.4274  C23 1.093
47 H -0.8270 0.6574 -0.8363  C22 1.090
48 H -1.9639 -0.0682 -1.9926  C22 1.092
49 H -3.2519 2.0094 -2.1222  C21 1.096
50 H 0.2626 2.4693 -1.5329  N18 1.009
51 H 1.6058 3.7328 -3.1433  C17 1.094
52 H 0.5296 3.0723 -4.4055  C17 1.093
53 H 1.2864 0.0560 -1.7597  N11 1.007
54 H 1.7357 0.7284 0.5629  C10 1.098
55 H 3.4198 0.9846 0.0392  C10 1.092
56 H 4.8013 -0.6240 0.9329  C8 1.079
57 H 5.3227 -2.9403 1.5921  C7 1.079
58 H 3.6274 -4.7116 1.2619  C6 1.080
59 H 1.4659 -4.1767 0.2785  C5 1.078
60 H -1.1114 -2.1942 -1.2267  C1 1.089
61 H 0.0951 -3.4885 -1.4020  C1 1.095

Computed properties:
Multiplicity ... 1
ΔE to the lowest compared entry with this formula, charge and spin ... 56.6 kJ/mol
E_HOMO ... -0.3283 hartree
Frontier orbital gap ... 9.30 eV
SMILES ... COc1ccccc1CNC(=O)CCNC(=O)C1CCN(S(=O)(=O)c2ccccc2)CC1

Entry from the Open Molecules 2025 dataset: 2 unconnected molecules or ions with the total composition C5H7N3O5 in a non-equilibrium geometry (ωB97M-V/def2-TZVPD).

Last columns: bonded neighbours and bond lengths (Å).
Element x y z (Å)
1 C -1.2741 3.1786 -0.0556  N6 1.190, O10 1.160
2 C 1.1435 1.8510 1.1412  N7 1.349, O9 1.367, O11 1.150
3 C 0.3187 -0.4712 1.0201  C4 1.512, N7 1.434, O13 1.431, H14 1.099
4 C 0.5919 -0.3651 -0.4629  C3 1.512, C5 1.454, N8 1.273
5 C 0.1064 -1.4472 -1.3039  C4 1.454, H15 1.065, H16 1.165, H17 1.089
6 N -0.7553 4.1103 -0.5839  C1 1.190, H18 1.063
7 N 0.7484 0.7011 1.7254  C2 1.349, C3 1.434, H19 1.010
8 N 1.1139 0.6274 -1.0647  C4 1.273, O9 1.500, O12 1.223
9 O 1.5691 1.7273 -0.1520  C2 1.367, N8 1.500
10 O -1.9703 2.2822 0.1847  C1 1.160
11 O 1.2856 2.8405 1.7090  C2 1.150
12 O 1.3509 0.8726 -2.2393  N8 1.223
13 O -1.0901 -0.6695 1.1719  C3 1.431, H20 1.062
14 H 0.7627 -1.3608 1.4875  C3 1.099
15 H -0.4542 -1.1057 -2.1431  C5 1.065
16 H -0.6391 -2.1046 -0.6955  C5 1.165
17 H 0.9235 -2.0778 -1.6499  C5 1.089
18 H 0.1958 4.4747 -0.2794  N6 1.063
19 H 0.5261 0.7662 2.7087  N7 1.010
20 H -1.6018 0.1917 0.8190  O13 1.062

Computed properties:
Multiplicity ... 1
ΔE to the lowest compared entry with this formula, charge and spin ... 71.4 kJ/mol
E_HOMO ... -0.3551 hartree
Frontier orbital gap ... 10.13 eV
SMILES ... CC1=[N+]([O-])OC(=O)N[C@H]1O.N=C=O